Arrangement one

DFT (ωB97M-V with the def2-TZVPD basis set) results for an isolated molecule of C19H26N4O3.

Element x y z (Å)
C (-2.60, -1.43, -1.51)
C (-3.90, -0.64, -1.62)
N (-4.06, 0.31, -0.53)
C (-5.44, 0.48, -0.12)
C (-6.40, 1.06, -1.16)
C (-3.36, 1.56, -0.79)
C (-3.17, 2.42, 0.46)
C (-2.71, 1.62, 1.69)
N (-1.74, 0.61, 1.34)
C (-0.42, 0.88, 1.32)
O (0.06, 1.95, 1.70)
C (0.49, -0.20, 0.80)
C (0.12, -1.50, 0.89)
C (0.74, -2.74, 0.58)
C (0.27, -3.99, 0.98)
C (1.16, -4.95, 0.50)
C (2.14, -4.27, -0.19)
N (1.89, -2.95, -0.12)
N (1.71, 0.41, 0.46)
C (2.62, 0.24, -0.52)
O (2.65, -0.68, -1.34)
C (3.64, 1.30, -0.55)
C (4.72, 1.44, -1.39)
C (5.37, 2.63, -0.99)
C (4.64, 3.12, 0.06)
O (3.60, 2.32, 0.33)
H (-1.72, -0.79, -1.54)
H (-2.53, -2.14, -2.33)
H (-2.58, -2.00, -0.58)
H (-3.93, -0.14, -2.60)
H (-4.73, -1.35, -1.58)
H (-5.81, -0.51, 0.19)
H (-5.46, 1.12, 0.76)
H (-6.42, 0.44, -2.06)
H (-6.11, 2.07, -1.44)
H (-7.41, 1.09, -0.75)
H (-2.37, 1.29, -1.17)
H (-3.85, 2.16, -1.57)
H (-4.09, 2.95, 0.71)
H (-2.41, 3.18, 0.23)
H (-3.56, 1.10, 2.14)
H (-2.26, 2.29, 2.42)
H (-2.11, -0.16, 0.81)
H (-0.85, -1.65, 1.34)
H (-0.61, -4.17, 1.57)
H (1.10, -6.01, 0.63)
H (3.00, -4.64, -0.72)
H (2.36, -2.21, -0.65)
H (1.74, 1.32, 0.93)
H (4.99, 0.78, -2.18)
H (6.25, 3.06, -1.41)
H (4.76, 3.99, 0.67)

- Net charge: 0
- HOMO energy: -0.27214 Eh
- Gap between HOMO and LUMO: 7.72 eV
- Lowest unoccupied orbital energy: 0.32 eV


Arrangement two

DFT (ωB97M-V with the def2-TZVPD basis set) results for an isolated molecule of C19H26N4O3.

Element x y z (Å)
C (-3.28, -0.28, -0.58)
O (-1.90, 0.01, -0.60)
C (-1.46, 1.16, 0.11)
C (0.05, 1.31, -0.15)
O (0.66, 2.23, 0.36)
N (0.60, 0.39, -0.96)
C (2.05, 0.31, -1.13)
C (2.84, 0.04, 0.15)
C (4.21, 0.70, 0.02)
C (2.96, -1.46, 0.47)
C (1.61, -2.19, 0.43)
C (3.61, -1.70, 1.83)
C (-1.73, 1.08, 1.62)
C (-3.04, 1.83, 1.87)
N (-3.32, 2.53, 0.62)
C (-4.60, 2.83, 0.30)
O (-5.53, 2.57, 1.04)
C (-4.86, 3.50, -1.02)
C (-4.07, 4.53, -1.52)
N (-4.34, 5.18, -2.65)
C (-5.41, 4.81, -3.34)
C (-6.28, 3.81, -2.90)
C (-7.44, 3.47, -3.69)
N (-8.36, 3.20, -4.32)
C (-6.01, 3.15, -1.71)
C (-2.19, 2.44, -0.31)
H (-3.41, -1.24, -1.07)
H (-3.67, -0.36, 0.44)
H (-3.86, 0.47, -1.12)
H (0.01, -0.36, -1.26)
H (2.24, -0.46, -1.88)
H (2.38, 1.26, -1.56)
H (2.31, 0.52, 0.98)
H (4.77, 0.27, -0.82)
H (4.10, 1.77, -0.16)
H (4.81, 0.58, 0.92)
H (3.60, -1.91, -0.30)
H (0.90, -1.72, 1.12)
H (1.16, -2.19, -0.56)
H (1.73, -3.23, 0.73)
H (3.02, -1.22, 2.62)
H (3.66, -2.77, 2.05)
H (4.62, -1.31, 1.88)
H (-1.77, 0.04, 1.95)
H (-0.90, 1.57, 2.14)
H (-3.88, 1.17, 2.09)
H (-2.96, 2.54, 2.70)
H (-3.19, 4.86, -0.98)
H (-5.61, 5.34, -4.26)
H (-6.67, 2.39, -1.32)
H (-1.50, 3.28, -0.18)
H (-2.51, 2.39, -1.34)

- Net charge: 0
- HOMO energy: -0.35463 Eh
- Gap between HOMO and LUMO: 9.56 eV
- Lowest unoccupied orbital energy: -0.09 eV


The most stable arrangement is arrangement two, and the next structure is 0.498 eV less stable.


Arrangement one

DFT (ωB97M-V with the def2-TZVPD basis set) results for an isolated molecule of HNO2S.

Element x y z (Å)
N (-2.95, 0.79, -0.01)
S (-1.78, 0.01, 0.04)
O (-1.70, -1.36, -0.05)
O (-0.33, 0.69, -0.06)
H (0.41, 0.25, -0.49)

- Net charge: 0
- HOMO energy: -0.39982 Eh
- Gap between HOMO and LUMO: 10.12 eV
- Lowest unoccupied orbital energy: -0.76 eV


Arrangement two

DFT (ωB97M-V with the def2-TZVPD basis set) results for an isolated molecule of HNO2S.

Element x y z (Å)
O (0.59, -1.40, 1.38)
N (0.27, -0.60, 0.53)
S (-0.89, -0.48, -0.48)
O (-0.34, 1.19, -1.00)
H (0.37, 1.29, -0.42)

- Net charge: 0
- HOMO energy: -0.34717 Eh
- Gap between HOMO and LUMO: 8.80 eV
- Lowest unoccupied orbital energy: -0.65 eV


The most stable arrangement is arrangement one, and the next structure is 0.509 eV less stable.


Arrangement one

DFT (ωB97M-V with the def2-TZVPD basis set) results for a structure of composition C11H27ClGaO2.

Element x y z (Å)
C (-2.89, 5.48, 2.77)
C (-3.63, 5.07, 1.71)
Ga (-3.19, 5.46, -0.25)
C (-1.35, 4.75, -0.83)
C (-0.58, 3.93, 0.19)
C (-1.40, 2.81, 0.85)
Cl (0.82, 3.07, -0.72)
H (-2.71, 6.55, 2.88)
H (-2.51, 4.78, 3.52)
H (-4.51, 4.47, 1.96)
H (-4.30, 4.71, -1.17)
H (-3.22, 7.06, -0.47)
H (-0.70, 5.59, -1.11)
H (-1.43, 4.13, -1.73)
H (-0.06, 4.56, 0.90)
H (-2.39, 2.79, 0.40)
H (-0.91, 1.85, 0.84)
H (-1.55, 3.09, 1.90)
C (1.36, -0.79, -0.06)
C (0.57, -1.49, -1.14)
C (1.33, -1.49, -2.46)
O (-0.70, -0.86, -1.31)
H (1.52, 0.26, -0.33)
H (0.80, -0.79, 0.88)
H (2.33, -1.26, 0.11)
H (0.37, -2.52, -0.85)
H (1.50, -0.46, -2.80)
H (0.75, -1.99, -3.24)
H (2.29, -1.99, -2.37)
H (-0.54, 0.06, -1.57)
C (2.67, -5.67, 1.46)
C (1.73, -5.14, 0.39)
C (1.44, -6.20, -0.67)
O (2.30, -3.99, -0.23)
H (3.63, -5.96, 1.02)
H (2.87, -4.90, 2.20)
H (2.25, -6.54, 1.96)
H (0.80, -4.81, 0.85)
H (2.36, -6.50, -1.17)
H (0.77, -5.80, -1.43)
H (0.98, -7.08, -0.23)
H (3.13, -4.25, -0.65)

- Net charge: -1
- HOMO energy: -0.13440 Eh
- Gap between HOMO and LUMO: 5.85 eV
- Lowest unoccupied orbital energy: 2.19 eV


Arrangement two

DFT (ωB97M-V with the def2-TZVPD basis set) results for a structure of composition C11H27ClGaO2.

Element x y z (Å)
C (6.11, -0.25, 3.31)
C (6.01, -1.31, 2.25)
Ga (5.01, -3.11, 2.42)
C (2.99, -2.97, 2.82)
C (2.37, -1.45, 2.83)
C (2.77, -0.52, 1.54)
Cl (0.50, -1.66, 2.74)
H (6.69, -0.56, 4.29)
H (5.68, 0.85, 3.15)
H (6.58, -1.05, 1.23)
H (5.14, -3.88, 1.00)
H (5.71, -3.94, 3.62)
H (2.74, -3.44, 3.89)
H (2.35, -3.59, 2.05)
H (2.55, -0.90, 3.88)
H (3.43, -1.18, 0.81)
H (1.87, 0.00, 1.01)
H (3.48, 0.34, 1.96)
C (-1.50, 0.54, 0.14)
C (-1.63, -0.31, -1.12)
C (-2.72, -1.35, -0.97)
O (-0.39, -0.96, -1.37)
H (-1.24, -0.08, 1.01)
H (-0.70, 1.28, 0.02)
H (-2.44, 1.07, 0.35)
H (-1.84, 0.33, -1.98)
H (-2.51, -2.04, -0.14)
H (-2.79, -1.97, -1.88)
H (-3.69, -0.88, -0.79)
H (-0.19, -1.53, -0.61)
C (-4.27, 4.07, -2.59)
C (-3.67, 2.73, -2.97)
C (-4.35, 2.14, -4.20)
O (-3.81, 1.83, -1.88)
H (-5.34, 3.97, -2.35)
H (-3.78, 4.48, -1.70)
H (-4.16, 4.80, -3.41)
H (-2.60, 2.84, -3.16)
H (-5.42, 1.97, -4.01)
H (-3.92, 1.17, -4.45)
H (-4.25, 2.81, -5.06)
H (-4.76, 1.72, -1.70)

- Net charge: -1
- HOMO energy: -0.12961 Eh
- Gap between HOMO and LUMO: 5.70 eV
- Lowest unoccupied orbital energy: 2.17 eV


The most stable arrangement is arrangement one, and the next structure is 2.473 eV less stable.


Arrangement one

DFT (ωB97M-V with the def2-TZVPD basis set) results for a structure of composition C24H34AsF6MoN4O7S4.

Element x y z (Å)
Mo (0.82, 0.16, 0.55)
C (-1.46, 4.61, 2.17)
C (-1.00, 3.41, 1.38)
S (0.05, 2.29, 2.17)
C (-1.39, 3.15, 0.12)
C (-2.34, 3.98, -0.69)
S (-0.79, 1.74, -0.70)
H (-1.03, 4.59, 3.16)
H (-2.55, 4.62, 2.28)
H (-1.17, 5.55, 1.69)
H (-2.68, 4.85, -0.12)
H (-3.22, 3.41, -0.99)
H (-1.87, 4.35, -1.61)
F (5.59, -2.25, 3.99)
C (4.96, -1.83, 2.90)
F (5.51, -2.42, 1.84)
F (5.13, -0.51, 2.79)
S (3.16, -2.23, 2.97)
O (2.64, -1.71, 1.73)
O (3.13, -3.65, 3.18)
N (2.70, -1.48, 4.26)
S (1.80, -0.21, 4.32)
O (0.92, -0.25, 5.44)
O (1.21, 0.12, 3.03)
C (2.98, 1.11, 4.89)
F (2.30, 2.07, 5.52)
F (3.83, 0.56, 5.76)
F (3.70, 1.67, 3.92)
C (-4.60, -0.49, 2.60)
N (-3.40, -1.21, 2.20)
C (-3.29, -2.54, 2.31)
C (-2.17, -3.18, 1.93)
C (-1.10, -2.37, 1.40)
N (-1.17, -1.04, 1.32)
C (-2.34, -0.39, 1.69)
O (-2.56, 0.79, 1.63)
N (-0.01, -3.02, 1.00)
H (-5.32, -1.21, 2.96)
H (-5.01, 0.06, 1.75)
H (-4.36, 0.24, 3.37)
H (-4.15, -3.06, 2.71)
H (-2.07, -4.25, 1.99)
H (0.03, -4.01, 1.10)
H (0.75, -2.51, 0.53)
C (-0.38, 0.48, -4.64)
As (0.23, -0.17, -2.87)
C (1.32, -1.63, -3.60)
C (-1.46, -1.13, -2.44)
C (-2.00, -2.09, -3.45)
C (-1.42, -3.34, -3.64)
C (-1.93, -4.23, -4.57)
C (-3.04, -3.89, -5.34)
C (-3.63, -2.65, -5.15)
C (-3.12, -1.77, -4.21)
H (-0.75, -0.34, -5.26)
H (0.47, 0.95, -5.15)
H (-1.16, 1.23, -4.51)
H (0.83, -2.12, -4.43)
H (1.56, -2.33, -2.81)
H (2.25, -1.18, -3.96)
H (-2.16, -0.31, -2.28)
H (-1.30, -1.62, -1.48)
H (-0.56, -3.62, -3.04)
H (-1.46, -5.20, -4.70)
H (-3.44, -4.59, -6.07)
H (-4.50, -2.37, -5.73)
H (-3.59, -0.80, -4.07)
C (3.02, 3.55, -0.94)
C (2.86, 3.55, 0.57)
C (3.22, 2.13, 0.91)
O (2.77, 1.27, -0.19)
C (2.51, 2.18, -1.32)
H (4.08, 3.64, -1.19)
H (2.48, 4.34, -1.45)
H (1.83, 3.75, 0.87)
H (3.52, 4.26, 1.07)
H (2.77, 1.75, 1.82)
H (4.31, 2.01, 0.96)
H (1.44, 2.19, -1.50)
H (3.00, 1.76, -2.20)
O (1.26, -1.22, -0.47)

- Net charge: -1
- HOMO energy (spin up / spin down): -0.13217 / -0.13720 Eh
- Gap between HOMO and LUMO (spin up / spin down): 5.99 / 6.13 eV
- Spin multiplicity: 3
- Lowest unoccupied orbital energy (spin up / spin down): 2.40 / 2.40 eV
- <S²>: 2.03


Arrangement two

DFT (ωB97M-V with the def2-TZVPD basis set) results for a structure of composition C24H34AsF6MoN4O7S4.

Element x y z (Å)
Mo (0.00, 0.26, 0.69)
C (-2.65, -2.63, 3.49)
C (-2.20, -1.57, 2.51)
S (-0.47, -1.32, 2.44)
C (-3.04, -0.85, 1.76)
C (-4.54, -0.96, 1.86)
S (-2.47, 0.37, 0.64)
H (-1.79, -3.07, 4.00)
H (-3.18, -3.44, 2.99)
H (-3.31, -2.22, 4.26)
H (-4.85, -1.72, 2.58)
H (-4.99, -1.22, 0.89)
H (-4.98, -0.01, 2.17)
F (4.96, 1.47, 4.37)
C (4.44, 1.04, 3.22)
F (4.61, 1.99, 2.30)
F (5.13, -0.04, 2.83)
S (2.67, 0.59, 3.41)
O (2.27, 0.20, 2.08)
O (2.68, -0.38, 4.46)
N (2.06, 1.96, 3.92)
S (0.96, 2.80, 3.19)
O (0.27, 3.63, 4.12)
O (0.16, 2.09, 2.21)
C (1.92, 3.98, 2.15)
F (2.54, 3.35, 1.16)
F (2.83, 4.63, 2.88)
F (1.09, 4.89, 1.61)
C (4.92, -4.47, -1.58)
N (4.27, -4.13, -0.32)
C (4.92, -4.21, 0.86)
C (4.31, -3.91, 2.02)
C (2.95, -3.46, 1.91)
N (2.31, -3.33, 0.77)
C (2.91, -3.71, -0.39)
O (2.38, -3.73, -1.48)
N (2.27, -3.14, 3.04)
H (5.95, -4.75, -1.38)
H (4.89, -3.61, -2.25)
H (4.39, -5.29, -2.06)
H (5.95, -4.54, 0.82)
H (4.82, -3.98, 2.97)
H (2.75, -2.98, 3.90)
H (1.35, -2.74, 2.93)
C (0.95, 3.57, -1.55)
As (-0.38, 2.22, -1.15)
C (-0.39, 1.28, -2.85)
C (-2.06, 3.24, -1.25)
C (-2.20, 4.08, -2.47)
C (-1.76, 5.40, -2.49)
C (-1.85, 6.18, -3.64)
C (-2.40, 5.64, -4.80)
C (-2.86, 4.33, -4.79)
C (-2.76, 3.56, -3.64)
H (0.75, 4.03, -2.52)
H (1.92, 3.08, -1.56)
H (0.95, 4.34, -0.78)
H (-0.33, 1.97, -3.69)
H (-1.31, 0.70, -2.91)
H (0.45, 0.58, -2.84)
H (-2.12, 3.84, -0.34)
H (-2.85, 2.48, -1.18)
H (-1.33, 5.83, -1.59)
H (-1.50, 7.20, -3.63)
H (-2.48, 6.24, -5.69)
H (-3.29, 3.90, -5.69)
H (-3.12, 2.54, -3.64)
C (-2.74, -3.89, -1.06)
C (-3.55, -2.72, -1.59)
C (-2.48, -1.91, -2.34)
O (-1.28, -2.11, -1.63)
C (-1.41, -3.23, -0.74)
H (-2.61, -4.64, -1.85)
H (-3.19, -4.38, -0.19)
H (-3.94, -2.11, -0.77)
H (-4.39, -3.02, -2.22)
H (-2.71, -0.85, -2.36)
H (-2.36, -2.28, -3.37)
H (-1.38, -2.86, 0.29)
H (-0.55, -3.89, -0.90)
O (1.08, -0.19, -0.52)

- Net charge: -1
- HOMO energy (spin up / spin down): -0.14658 / -0.16292 Eh
- Gap between HOMO and LUMO (spin up / spin down): 6.53 / 6.97 eV
- Spin multiplicity: 3
- Lowest unoccupied orbital energy (spin up / spin down): 2.55 / 2.53 eV
- <S²>: 2.01


The most stable arrangement is arrangement two, and the next structure is 2.076 eV less stable.


Arrangement one

DFT (ωB97M-V with the def2-TZVPD basis set) results for a cluster of 2 separate species, C3H3O4S in total.

Element x y z (Å)
C (0.98, -0.56, -1.63)
C (1.01, -1.13, -0.45)
C (3.91, 0.45, 0.53)
O (3.42, 1.51, 0.48)
O (4.53, -0.51, 0.56)
O (0.60, -3.71, -0.62)
O (-0.33, -2.45, 1.34)
S (-0.22, -2.57, -0.12)
H (1.82, 0.19, -1.87)
H (0.35, -0.71, -2.52)
H (1.81, -0.67, 0.18)

- Net charge: -1
- HOMO energy: -0.11835 Eh
- Gap between HOMO and LUMO: 6.13 eV
- Lowest unoccupied orbital energy: 2.91 eV


Arrangement two

DFT (ωB97M-V with the def2-TZVPD basis set) results for a structure of composition C3H3O4S.

Element x y z (Å)
C (0.17, 1.63, 0.26)
C (0.24, 0.72, -0.92)
C (-0.42, 0.38, 0.35)
O (-2.85, 0.09, -1.39)
O (0.63, 2.71, 0.55)
O (-2.83, -1.43, 0.44)
O (-3.45, 0.89, 0.80)
S (-2.69, -0.07, 0.02)
H (-0.43, 1.12, -1.74)
H (1.02, 0.10, -1.28)
H (0.06, -0.40, 1.05)

- Net charge: -1
- HOMO energy: -0.16729 Eh
- Gap between HOMO and LUMO: 8.26 eV
- Lowest unoccupied orbital energy: 3.71 eV


The most stable arrangement is arrangement one, and the next structure is 1.548 eV less stable.


Arrangement one

DFT (ωB97M-V with the def2-TZVPD basis set) results for a cluster of 2 separate species, C4H6N2O3 in total.

Element x y z (Å)
O (-0.95, 0.63, -1.90)
C (-0.75, -0.06, -0.93)
C (-1.63, -1.25, -0.51)
C (-1.27, -1.77, 0.71)
N (-0.17, -1.22, 1.41)
C (0.58, -0.09, 1.19)
O (1.27, 0.48, 2.03)
N (0.49, 0.29, -0.17)
H (-2.30, -1.51, -1.33)
H (-1.63, -2.68, 1.05)
H (0.13, -1.92, 2.20)
H (0.70, 1.34, -0.32)
O (1.62, 2.02, -1.40)
H (1.46, 2.83, -2.02)
H (2.30, 2.43, -0.88)

- Net charge: 0
- HOMO energy: -0.33966 Eh
- Gap between HOMO and LUMO: 9.84 eV
- Lowest unoccupied orbital energy: 0.59 eV


Arrangement two

DFT (ωB97M-V with the def2-TZVPD basis set) results for a cluster of 2 separate species, C4H6N2O3 in total.

Element x y z (Å)
C (-0.68, -1.35, 1.34)
C (0.81, 0.75, 0.46)
C (-0.72, 0.48, -1.11)
C (0.05, -1.13, 0.04)
N (-0.70, 1.69, -1.66)
O (2.11, 0.62, 0.14)
N (-1.09, -0.66, -1.04)
O (0.41, 1.66, 1.16)
O (0.98, -1.76, -0.42)
H (2.21, -0.26, -0.27)
H (-0.26, 1.78, -2.56)
H (-0.58, 2.47, -1.02)
H (-1.29, -0.50, 1.62)
H (-1.31, -2.24, 1.20)
H (0.06, -1.55, 2.12)

- Net charge: 0
- HOMO energy: -0.30690 Eh
- Gap between HOMO and LUMO: 8.11 eV
- Lowest unoccupied orbital energy: -0.24 eV


The most stable arrangement is arrangement one, and the next structure is 2.496 eV less stable.


Arrangement one

DFT (ωB97M-V with the def2-TZVPD basis set) results for a cluster of 2 separate species, C3H8BNO in total.

Element x y z (Å)
B (2.05, -1.50, -1.25)
C (-0.54, 0.79, 1.48)
C (-1.55, 0.24, 0.45)
C (0.01, 1.88, 0.69)
N (-1.09, 0.45, -0.91)
O (-0.13, 1.79, -0.53)
H (1.19, -2.15, -0.62)
H (3.24, -1.46, -0.95)
H (-0.96, 0.94, 2.39)
H (0.38, 0.28, 1.60)
H (-1.71, -0.78, 0.66)
H (-2.47, 0.84, 0.45)
H (1.89, -1.16, -2.35)
H (-0.31, -0.15, -1.12)

- Net charge: 0
- HOMO energy: -0.31352 Eh
- Gap between HOMO and LUMO: 7.99 eV
- Lowest unoccupied orbital energy: -0.54 eV


Arrangement two

DFT (ωB97M-V with the def2-TZVPD basis set) results for an isolated molecule of C3H8BNO.

Element x y z (Å)
B (0.45, -0.95, -0.22)
C (-0.33, 0.51, 0.10)
C (-1.72, 0.13, 0.46)
C (2.01, -0.66, -0.02)
N (-2.50, -0.77, -0.23)
O (-0.11, -2.01, -0.50)
H (0.07, 0.97, 0.93)
H (0.09, 1.09, -0.74)
H (-1.82, -0.14, 1.66)
H (-2.21, 1.16, 0.26)
H (2.57, -1.11, -0.73)
H (2.39, -1.00, 0.92)
H (2.17, 0.46, -0.06)
H (-2.78, -1.57, 0.39)

- Net charge: 0
- HOMO energy (spin up / spin down): -0.32910 / -0.32910 Eh
- Gap between HOMO and LUMO (spin up / spin down): 6.67 / 6.67 eV
- Lowest unoccupied orbital energy (spin up / spin down): -2.28 / -2.28 eV


Arrangement three

DFT (ωB97M-V with the def2-TZVPD basis set) results for a cluster of 2 separate species, C3H8BNO in total.

Element x y z (Å)
B (-0.09, -0.60, 1.58)
C (-0.84, 0.17, 0.45)
C (-0.09, 0.49, -0.64)
C (-0.72, 1.45, -1.60)
N (1.07, -2.41, 1.02)
O (-0.13, -0.73, 2.97)
H (-1.76, 0.64, 0.69)
H (0.91, 0.10, -0.98)
H (-0.73, 1.11, -2.66)
H (-0.32, 2.52, -1.44)
H (-1.80, 1.68, -1.32)
H (0.82, -2.41, 0.02)
H (1.96, -2.07, 1.06)
H (0.47, -1.48, 3.04)

- Net charge: 0
- HOMO energy: -0.32329 Eh
- Gap between HOMO and LUMO: 9.18 eV
- Lowest unoccupied orbital energy: 0.39 eV


The most stable arrangement is arrangement three, and the next structure is 2.330 eV less stable.